A molecular structure, C30H91N15O6P5Y at a distorted geometry. Source: the Open Molecules 2025 dataset; level of theory: ωB97M-V/def2-TZVPD.

XYZ file:
```
148
Properties=species:S:1:pos:R:3:forces:R:3:mulliken_charge:R:1
Y 0.352 2.096 0.230 0.1 -4.9 4.0 1.11
O 0.174 -0.136 0.633 0.4 2.5 -0.7 0.67
H -0.220 -0.952 0.997 0.3 0.9 -0.4 -0.66
O -2.680 -3.148 -4.757 1.3 1.0 -0.7 -0.87
P -2.106 -1.789 -4.988 -1.3 1.1 0.1 0.32
N -0.898 -1.541 -6.179 -0.8 0.6 1.6 0.20
C -0.182 -0.262 -6.510 -1.3 -0.9 1.5 -0.76
C -0.792 -2.598 -7.117 -0.7 -0.7 -1.7 -1.08
N -1.541 -1.166 -3.510 -1.0 -4.8 -0.7 0.85
C -1.182 0.175 -3.441 0.2 0.3 1.0 0.05
C -0.898 -2.093 -2.411 -0.7 2.2 -1.4 -0.83
N -3.344 -0.601 -5.393 1.8 -1.3 0.1 0.35
C -3.661 -0.197 -6.754 1.0 0.2 -0.7 -1.13
C -4.509 -0.595 -4.545 -0.6 0.3 -0.2 -1.29
H -0.832 0.613 -6.486 -0.3 0.0 -0.1 0.28
H 0.244 -0.307 -7.513 0.4 -0.2 0.4 0.43
H 0.477 -0.163 -5.648 0.9 0.5 -0.7 0.06
H -0.893 -3.586 -6.668 0.3 0.1 0.1 0.30
H 0.098 -2.496 -7.737 0.3 -0.3 0.4 0.42
H -1.618 -2.506 -7.822 -0.2 -0.3 -0.4 0.36
H -0.094 0.135 -3.492 0.5 1.4 0.4 -0.39
H -1.636 0.795 -4.214 0.1 -0.2 0.0 0.54
H -1.676 0.352 -2.486 1.0 1.7 0.5 -0.56
H -1.464 -2.980 -2.128 -0.1 0.1 -0.8 0.48
H 0.147 -2.285 -2.655 -0.1 -0.5 -0.3 0.36
H -0.837 -1.471 -1.518 -0.2 0.2 0.1 -0.08
H -4.632 -0.547 -7.106 -0.1 0.1 0.2 0.32
H -3.543 0.877 -6.895 -0.7 0.4 0.4 0.36
H -2.939 -0.495 -7.514 0.2 -0.8 0.3 0.32
H -4.265 -0.915 -3.532 -0.1 0.2 0.0 0.30
H -5.339 -1.189 -4.927 0.2 -0.7 -0.1 0.38
H -4.955 0.397 -4.616 0.2 0.5 0.6 0.43
O 2.727 1.542 0.530 -2.8 0.9 -0.6 -0.89
P 3.690 1.113 -0.525 5.4 0.8 -0.3 -0.29
N 5.232 1.173 0.247 -2.0 -1.4 -1.4 0.33
C 5.500 2.077 1.356 0.5 0.0 -0.3 -0.85
C 6.396 0.827 -0.607 -0.2 0.8 0.2 -1.18
N 3.937 2.375 -1.766 -1.4 0.8 1.0 0.34
C 3.352 3.850 -1.642 0.9 -2.3 0.6 -0.73
C 4.017 2.064 -3.183 -0.5 -0.8 -0.3 -1.35
N 3.626 -0.437 -1.210 0.2 1.8 -0.5 0.37
C 2.510 -0.702 -2.072 -0.5 1.0 -1.7 -0.44
C 3.761 -1.664 -0.426 1.4 1.1 1.8 -1.45
H 4.656 2.667 1.714 -0.3 -0.5 -0.2 0.00
H 6.229 2.816 1.026 0.2 0.1 0.1 0.43
H 5.932 1.479 2.159 0.0 0.3 0.3 0.37
H 7.314 1.056 -0.065 -0.1 -0.4 0.2 0.50
H 6.442 1.492 -1.470 -0.1 0.1 -0.3 0.33
H 6.405 -0.199 -0.973 -0.1 0.0 0.3 0.26
H 3.983 4.522 -1.061 0.2 -0.4 0.2 0.27
H 3.271 4.313 -2.625 -0.3 -0.5 0.0 0.38
H 2.395 3.803 -1.121 -0.4 0.2 -0.1 0.09
H 4.649 1.220 -3.460 0.5 0.1 0.5 0.32
H 3.028 1.714 -3.480 -0.1 0.6 -0.9 0.43
H 4.359 2.955 -3.709 -0.1 -0.3 -0.2 0.52
H 2.846 -1.386 -2.852 -0.4 -0.7 0.4 0.50
H 1.617 -0.966 -1.505 0.0 -0.5 -0.2 0.11
H 2.248 0.143 -2.708 -0.1 0.5 0.2 -0.44
H 3.946 -2.585 -0.980 -0.9 0.4 -0.6 0.54
H 2.889 -1.597 0.225 0.0 -1.3 0.3 0.41
H 4.683 -1.623 0.153 -0.1 0.3 0.5 0.32
O 1.467 -6.616 2.101 0.5 0.8 -0.3 -0.84
P 0.923 -5.947 0.906 -2.0 -0.7 -0.8 0.48
N 0.045 -4.480 1.321 0.2 -3.3 0.1 0.08
C 0.651 -3.612 2.303 -0.4 -0.3 -0.3 -1.06
C -1.050 -3.982 0.521 1.8 0.8 0.1 -0.29
N -0.224 -7.011 0.015 1.4 2.3 -0.3 0.26
C 0.299 -8.025 -0.860 1.2 -0.4 0.1 -1.09
C -1.497 -7.446 0.549 0.9 1.2 1.2 -1.06
N 2.058 -5.442 -0.231 -0.5 -1.9 -1.6 0.29
C 1.639 -4.678 -1.414 0.7 0.1 1.3 -1.12
C 3.490 -5.259 0.117 -1.9 0.1 1.2 -1.07
H 1.088 -4.232 3.087 0.3 0.3 0.0 0.38
H -0.108 -2.970 2.749 -0.3 -0.1 0.2 0.48
H 1.351 -2.917 1.839 0.6 0.1 0.1 0.10
H -1.726 -4.759 0.164 -0.1 0.3 0.2 0.42
H -0.526 -3.480 -0.291 -0.9 0.3 -0.7 -0.19
H -1.464 -3.198 1.155 -0.9 -0.1 -0.2 0.03
H 0.416 -8.934 -0.271 0.4 -0.3 -0.1 0.38
H -0.343 -8.314 -1.692 -0.4 0.5 0.0 0.31
H 1.263 -7.729 -1.274 0.0 -0.1 0.0 0.32
H -1.776 -6.561 1.120 -1.2 -0.4 0.1 0.34
H -2.156 -7.767 -0.258 -0.2 0.4 0.1 0.33
H -1.379 -8.262 1.262 0.0 -0.3 0.0 0.34
H 0.599 -4.852 -1.689 0.1 0.2 0.2 0.47
H 1.895 -3.688 -1.037 -0.8 1.0 -0.9 0.19
H 2.279 -4.855 -2.278 0.0 -0.4 0.0 0.43
H 3.794 -6.227 0.516 0.6 0.6 0.3 0.29
H 3.342 -4.445 0.826 1.4 -0.1 0.9 0.36
H 4.164 -4.857 -0.640 -0.5 -0.6 -0.6 0.37
O -1.952 1.856 0.633 4.6 -0.4 -1.7 0.02
P -3.371 1.921 0.969 -5.2 0.5 2.6 -0.97
N -4.328 2.074 -0.369 1.1 -0.2 -0.7 0.57
C -5.594 2.725 -0.432 -0.5 0.7 0.3 -1.08
C -3.891 1.480 -1.666 0.0 -0.6 1.5 -1.06
N -3.615 3.338 1.874 -0.2 0.1 0.4 0.34
C -3.555 4.711 1.200 -0.2 -2.4 -0.2 -0.94
C -3.410 3.413 3.363 0.5 0.2 -1.0 -1.10
N -3.968 0.557 1.842 1.1 2.0 -0.6 0.52
C -3.045 -0.564 2.257 -0.9 1.4 1.6 -0.53
C -5.422 0.591 2.361 1.4 0.4 -0.4 -1.12
H -5.470 3.384 -1.291 -0.7 0.9 0.5 0.49
H -5.780 3.145 0.557 -0.1 0.8 -0.4 0.38
H -6.497 2.150 -0.634 0.3 -0.9 -0.1 0.27
H -4.594 1.576 -2.494 -0.3 0.4 0.5 0.52
H -3.879 0.426 -1.390 0.7 -0.4 -0.9 0.36
H -2.936 1.895 -1.987 0.0 -0.3 0.1 0.15
H -3.357 4.494 0.150 -0.2 0.2 -0.2 0.35
H -4.545 5.161 1.266 0.3 0.4 0.2 0.37
H -2.716 5.319 1.538 -0.3 0.0 0.5 0.14
H -4.097 4.133 3.808 -0.2 -0.2 -0.1 0.43
H -3.425 2.466 3.902 -0.6 -0.2 -0.4 0.38
H -2.406 3.786 3.567 0.3 0.3 -0.1 0.18
H -3.696 -1.433 2.350 0.7 -0.3 -0.3 0.60
H -2.064 -0.668 1.794 -0.8 0.0 -1.4 -0.33
H -2.635 -0.296 3.231 -0.6 -0.3 0.7 0.35
H -5.486 0.105 3.335 0.0 -1.1 -0.6 0.45
H -6.088 0.332 1.538 0.0 -0.9 0.5 0.30
H -5.838 1.538 2.703 0.9 0.9 -0.5 0.36
O 1.137 2.825 2.509 -1.2 -0.2 -2.2 1.45
P 1.121 3.144 3.970 -0.1 0.8 3.7 -0.75
N 2.726 3.409 4.610 -3.4 0.1 -1.3 0.19
C 3.629 2.298 4.601 -0.3 -0.3 1.7 -0.98
C 3.269 4.685 4.154 -0.7 -0.1 0.4 -0.87
N 0.407 1.849 4.899 1.1 1.2 -2.0 0.52
C 0.594 1.684 6.314 0.0 0.2 1.6 -1.30
C -0.562 0.950 4.209 0.0 1.0 -0.4 -1.47
N 0.249 4.642 4.290 1.6 -1.8 -2.6 0.53
C 0.168 5.757 3.281 -1.8 -0.9 0.5 -1.02
C -0.168 4.945 5.627 0.2 -0.6 0.9 -1.08
H 4.025 2.020 3.625 0.0 -0.3 0.3 -0.01
H 3.085 1.548 5.176 0.2 -0.9 -0.8 0.36
H 4.368 2.563 5.357 0.8 0.0 -0.5 0.58
H 3.012 4.861 3.109 0.5 0.2 -0.3 0.22
H 4.346 4.632 4.314 -0.1 0.5 -0.1 0.45
H 2.761 5.441 4.753 0.6 0.4 -0.1 0.21
H 0.811 0.682 6.684 -0.4 -0.5 -0.8 0.36
H 1.441 2.187 6.780 0.1 0.7 -0.7 0.38
H -0.288 2.048 6.841 -0.1 -0.1 0.2 0.47
H -1.318 1.559 3.714 0.1 0.2 -0.4 0.10
H -0.069 0.342 3.451 0.0 -0.1 0.1 0.43
H -1.199 0.327 4.838 0.7 0.0 0.7 0.63
H -0.902 5.812 3.078 -0.3 0.2 -0.2 0.30
H 0.365 6.769 3.633 0.9 -0.3 0.3 0.38
H 0.590 5.561 2.295 0.6 -0.2 0.4 0.22
H 0.715 5.168 6.225 -0.2 0.8 0.3 0.32
H -0.594 4.077 6.129 -0.1 -0.2 -0.3 0.24
H -0.965 5.688 5.664 0.4 0.3 -0.1 0.42
```
Forces are in eV/Å.

Calculated values
DFT total energy in eV: -114699.5148
Net charge: +2
Kohn-Sham gap in eV: 4.53
Energy above the lowest of the compared OMol25 structures with the same formula, charge and spin in kcal per mole: 86.8
HOMO energy in eV: -11.5
LUMO level in eV: -6.925